{"formula": "C18H70O17", "method": "ωB97M-V with the def2-TZVPD basis set", "symbols": ["O", "H", "H", "O", "H", "H", "O", "H", "H", "O", "H", "H", "O", "H", "H", "O", "H", "H", "O", "H", "H", "O", "H", "H", "O", "H", "H", "O", "H", "H", "O", "H", "H", "C", "C", "C", "O", "H", "H", "H", "H", "H", "H", "H", "H", "C", "C", "C", "O", "H", "H", "H", "H", "H", "H", "H", "H", "C", "C", "C", "O", "H", "H", "H", "H", "H", "H", "H", "H", "C", "C", "C", "O", "H", "H", "H", "H", "H", "H", "H", "H", "C", "C", "C", "O", "H", "H", "H", "H", "H", "H", "H", "H", "C", "C", "C", "O", "H", "H", "H", "H", "H", "H", "H", "H"], "coordinates": [[-1.5651, -1.4258, 3.3665], [-2.5041, -1.3412, 3.1779], [-1.3467, -2.3475, 3.1043], [0.1045, 1.1488, -4.4066], [-0.4446, 1.8633, -4.0396], [0.9028, 1.5795, -4.7342], [-1.3309, -3.9905, 2.2844], [-0.6535, -4.0877, 1.5958], [-1.9770, -4.6789, 2.0965], [1.5958, -3.2143, -2.2649], [1.2436, -3.8823, -2.8669], [1.2969, -2.3665, -2.6374], [-2.6026, -2.9259, -1.7485], [-1.9236, -2.2936, -2.0345], [-2.7306, -3.5042, -2.5073], [-3.6538, 1.7836, -1.9026], [-4.1516, 1.0413, -2.2616], [-4.2974, 2.2831, -1.3747], [2.9178, 1.9078, 0.3691], [2.2888, 2.6267, 0.4834], [2.4270, 1.2354, -0.1299], [-1.0070, 2.6923, -2.2616], [-1.9083, 2.3944, -2.0095], [-0.7811, 3.3746, -1.6166], [2.8100, 0.0668, -3.0722], [2.1086, 0.4155, -2.4911], [3.4390, 0.7926, -3.1659], [4.2657, -2.3592, -2.2341], [3.4181, -2.8354, -2.3066], [4.0080, -1.4743, -1.9516], [-0.9074, -1.3600, -3.6805], [-1.5767, -1.4387, -4.3683], [-0.3984, -0.5567, -3.9257], [1.0429, -0.9028, 0.5588], [0.0296, -0.3718, -0.4104], [-1.1575, 0.2304, 0.2999], [0.6984, 0.6350, -1.1826], [1.9328, -1.2948, 0.0603], [0.5989, -1.6935, 1.1678], [1.4082, -0.1520, 1.2620], [-0.2921, -1.2126, -1.0339], [-0.8029, 0.9783, 1.0171], [-1.6875, -0.4853, 0.9382], [-1.9573, 0.6430, -0.3180], [0.1149, 1.1014, -1.8113], [-0.5327, -5.7193, -0.9974], [0.7540, -5.7809, -0.1679], [1.9130, -6.4463, -0.9039], [1.1411, -4.4904, 0.2712], [-1.2446, -5.1172, -0.4340], [-0.9796, -6.6832, -1.2397], [-0.3062, -5.2221, -1.9438], [0.5096, -6.3571, 0.7298], [2.2135, -5.8572, -1.7748], [1.6462, -7.4239, -1.3131], [2.7685, -6.5525, -0.2394], [1.4201, -3.9501, -0.4963], [2.6652, 6.2804, -2.1078], [1.4575, 5.3455, -2.1846], [0.5383, 5.7929, -3.3174], [1.9228, 4.0009, -2.4185], [3.4699, 5.9586, -1.4482], [2.3120, 7.2192, -1.6664], [3.0593, 6.5339, -3.0919], [1.0033, 5.3794, -1.1870], [-0.3458, 5.1457, -3.2854], [0.9975, 5.7533, -4.3006], [0.1529, 6.7926, -3.1083], [1.1426, 3.5850, -2.8048], [4.1066, -1.4179, 2.0890], [3.5008, -2.7448, 2.4879], [4.0552, -3.9106, 1.6757], [3.6763, -2.8928, 3.8869], [4.0807, -1.2369, 1.0120], [5.1544, -1.3752, 2.3910], [3.5561, -0.5644, 2.4880], [2.4208, -2.7008, 2.2972], [5.1083, -4.1363, 1.8604], [3.9480, -3.8086, 0.5957], [3.4888, -4.8041, 1.9589], [3.1739, -3.6515, 4.1971], [-5.2271, 0.7336, 1.1857], [-5.7290, 2.1676, 1.1577], [-4.6963, 3.1330, 1.7119], [-5.9907, 2.4438, -0.2320], [-5.9721, 0.0248, 0.8291], [-4.9602, 0.5189, 2.2227], [-4.3298, 0.6125, 0.5777], [-6.6552, 2.3046, 1.7230], [-5.1691, 4.1131, 1.8306], [-3.8164, 3.2624, 1.0829], [-4.4185, 2.7971, 2.7097], [-6.3413, 3.3327, -0.3608], [-0.3106, 4.0737, 4.3279], [-0.3521, 2.5715, 4.1690], [-1.5717, 2.0347, 3.3990], [0.8227, 2.0733, 3.5268], [-1.3047, 4.4700, 4.5429], [0.0642, 4.5754, 3.4367], [0.2705, 4.3206, 5.2171], [-0.4226, 2.1166, 5.1625], [-1.3895, 2.0709, 2.3253], [-2.4806, 2.5901, 3.6343], [-1.7562, 1.0061, 3.7150], [0.7935, 1.1113, 3.5625]], "forces_ev_per_angstrom": [[0.22, -0.34, -0.01], [0.01, -0.07, -0.01], [-0.31, 0.51, 0.11], [-0.22, 0.43, -0.02], [0.17, -0.20, 0.01], [0.03, -0.25, 0.05], [0.19, -0.28, -0.24], [0.14, 0.09, 0.02], [-0.02, 0.11, 0.07], [-0.33, 0.13, -0.30], [0.03, 0.13, 0.02], [0.03, -0.20, 0.11], [0.06, 0.14, 0.00], [-0.13, -0.13, -0.09], [0.05, 0.03, 0.06], [0.06, 0.20, 0.00], [0.09, 0.02, 0.05], [-0.20, -0.22, 0.06], [0.08, -0.27, -0.09], [-0.01, -0.07, -0.02], [0.01, 0.41, 0.10], [-0.33, 0.14, 0.18], [0.08, -0.02, -0.27], [0.06, -0.15, -0.03], [-0.18, 0.30, 0.08], [0.13, -0.13, 0.03], [-0.02, -0.11, 0.06], [-0.08, -0.38, 0.24], [0.46, 0.30, 0.03], [-0.03, 0.03, -0.27], [0.22, 0.18, -0.01], [0.08, 0.01, 0.00], [-0.20, -0.20, 0.07], [0.37, -0.32, 0.63], [-0.33, 0.18, -0.07], [-0.60, -0.01, 0.96], [0.25, -0.02, -0.62], [-0.15, -0.13, -0.14], [0.03, -0.08, -0.16], [-0.18, 0.24, -0.10], [0.00, 0.16, -0.31], [0.04, 0.03, -0.46], [0.36, -0.30, -0.13], [0.38, 0.17, -0.40], [-0.11, -0.22, 0.55], [0.43, 0.37, 0.03], [-0.09, -0.60, -0.48], [-0.18, -0.14, -0.15], [-0.26, 0.32, 0.18], [-0.21, 0.05, -0.29], [0.18, -0.14, 0.20], [-0.24, 0.13, -0.01], [0.26, 0.10, 0.13], [0.05, 0.19, 0.13], [-0.08, -0.06, 0.25], [0.06, 0.01, -0.06], [-0.26, -0.27, 0.26], [-0.30, 0.56, 0.30], [1.64, 0.30, -0.35], [-0.90, -0.24, 1.15], [-0.66, 0.46, -0.20], [-0.07, -0.42, -0.13], [0.00, 0.03, -0.13], [0.09, -0.25, -0.04], [-0.50, -0.01, -0.20], [-0.01, -0.01, -0.39], [0.21, -0.03, 0.06], [0.18, 0.10, -0.17], [0.27, -0.51, 0.03], [0.10, 0.44, -0.23], [-0.36, 0.25, -0.83], [-0.04, -0.70, 0.36], [0.36, -0.05, 0.31], [0.03, -0.43, -0.06], [-0.05, 0.08, 0.13], [0.15, -0.10, 0.42], [0.02, -0.03, -0.15], [0.03, 0.33, 0.23], [-0.18, 0.34, 0.04], [0.07, -0.07, -0.09], [-0.01, -0.04, -0.11], [-0.11, 0.19, 0.46], [0.55, 0.00, -0.72], [-0.63, 0.39, 0.32], [0.02, 0.12, -0.37], [-0.08, 0.03, 0.09], [-0.05, -0.31, -0.07], [0.02, 0.17, -0.02], [-0.03, -0.30, 0.01], [0.15, 0.06, -0.02], [0.05, -0.31, -0.01], [0.21, 0.09, -0.03], [-0.03, -0.04, 0.27], [0.01, 0.02, 0.28], [-0.81, -1.03, -0.24], [-0.07, 0.26, 0.43], [0.16, 0.56, 0.15], [-0.11, -0.17, -0.15], [0.17, -0.01, 0.04], [0.38, 0.19, -0.31], [0.12, 0.18, 0.18], [-0.13, 0.13, 0.17], [0.07, 0.14, 0.02], [0.13, -0.08, -0.34], [0.00, -0.01, 0.00]], "lumo_ev": -0.05, "spin_multiplicity": 1, "gap_ev": 9.4, "e_homo_ev": -9.49, "fmax_ha_per_bohr": 0.0331, "relative_energy_kcal_mol": 12.7, "total_charge": 0}

{"formula": "C43H39IrN2O3P2S2", "method": "ωB97M-V with the def2-TZVPD basis set", "symbols": ["Ir", "O", "C", "C", "C", "C", "C", "C", "C", "N", "C", "C", "N", "C", "C", "C", "C", "C", "C", "C", "O", "H", "H", "H", "H", "H", "H", "H", "H", "H", "H", "H", "H", "H", "H", "C", "P", "C", "C", "C", "C", "C", "C", "C", "C", "C", "C", "C", "C", "P", "C", "C", "C", "C", "C", "C", "C", "C", "C", "C", "C", "C", "H", "H", "H", "H", "H", "H", "H", "H", "H", "H", "H", "H", "H", "H", "H", "H", "H", "H", "H", "H", "H", "H", "C", "O", "C", "S", "S", "H", "H", "H"], "coordinates": [[0.1917, -0.8282, -0.6537], [-1.5612, -0.0721, 2.0391], [-2.0735, 1.1931, 2.0213], [-2.2106, 1.9494, 3.1728], [-2.7881, 3.2081, 3.1125], [-3.2506, 3.7042, 1.9045], [-3.1225, 2.9304, 0.7664], [-2.5149, 1.6689, 0.7837], [-2.4398, 1.0303, -0.5390], [-1.6812, 0.1408, -1.0560], [-1.7925, 0.0410, -2.5226], [-0.5476, 0.7131, -3.0900], [0.6252, 0.0055, -2.5630], [1.4924, -0.3552, -3.4342], [2.7064, -1.1444, -3.2507], [3.1008, -1.9278, -4.3428], [4.2085, -2.7480, -4.2742], [4.9684, -2.7730, -3.1091], [4.6224, -1.9757, -2.0328], [3.5040, -1.1554, -2.1023], [3.2331, -0.3069, -1.0698], [-1.8623, 1.5626, 4.1201], [-2.8854, 3.7915, 4.0180], [-3.7156, 4.6780, 1.8506], [-3.4946, 3.3110, -0.1770], [-3.1462, 1.5060, -1.2240], [-2.6969, 0.5317, -2.8915], [-1.8201, -1.0111, -2.8092], [-0.5185, 1.7498, -2.7476], [-0.5671, 0.7042, -4.1821], [1.2889, -0.0988, -4.4764], [2.5114, -1.8942, -5.2518], [4.4884, -3.3551, -5.1236], [5.8458, -3.4033, -3.0497], [5.2183, -1.9531, -1.1299], [-1.7445, -1.3750, 4.4792], [-0.6978, -0.8605, 3.1220], [0.5201, 0.2633, 3.7908], [1.2041, 1.0661, 2.8759], [2.1619, 1.9561, 3.3292], [2.4451, 2.0392, 4.6868], [1.7738, 1.2342, 5.5962], [0.8061, 0.3462, 5.1521], [0.0412, -2.1236, 2.1307], [-0.5279, -2.2374, 0.7615], [-0.3865, -3.5706, 0.0797], [0.7513, -4.5053, 0.1481], [2.0581, -3.6595, 2.1723], [1.1368, -2.6813, 2.6897], [-3.4433, -2.2006, 4.3401], [-2.9987, -3.9143, 4.7673], [-3.9311, -4.6212, 5.5248], [-3.6919, -5.9408, 5.8828], [-2.5152, -6.5612, 5.4910], [-1.5791, -5.8642, 4.7371], [-1.8193, -4.5483, 4.3766], [-3.8017, -2.2859, 2.5438], [-4.4079, -1.1656, 1.9706], [-4.7721, -1.1648, 0.6348], [-4.5636, -2.2988, -0.1424], [-4.0002, -3.4300, 0.4271], [-3.6233, -3.4249, 1.7645], [-1.8984, -0.4764, 5.0824], [-1.1295, -2.0507, 5.0833], [0.9954, 0.9808, 1.8150], [2.6931, 2.5786, 2.6222], [3.1971, 2.7335, 5.0378], [2.0023, 1.2969, 6.6513], [0.2890, -0.2776, 5.8696], [-1.6020, -2.0464, 0.8097], [-0.8376, -3.5582, -0.9077], [1.0189, -4.9969, -0.7794], [2.9629, -3.7731, 2.7494], [1.4252, -2.3082, 3.6716], [-4.8457, -4.1335, 5.8407], [-4.4216, -6.4803, 6.4714], [-2.3267, -7.5891, 5.7716], [-0.6654, -6.3476, 4.4157], [-1.0920, -4.0324, 3.7600], [-4.6090, -0.2909, 2.5811], [-5.2502, -0.2914, 0.2078], [-4.8695, -2.3087, -1.1812], [-3.8525, -4.3248, -0.1641], [-3.1937, -4.3177, 2.1982], [4.1108, -5.3119, 1.2881], [2.8823, -5.2152, 0.5821], [1.9271, -4.3897, 1.0443], [-0.7673, -5.1723, 0.9157], [2.1836, -0.9987, 0.0932], [4.7256, -6.0023, 0.7197], [3.9510, -5.7051, 2.2941], [4.6007, -4.3377, 1.3461]], "forces_ev_per_angstrom": [[0.07, -0.05, 0.01], [0.04, -0.03, -0.02], [-0.01, 0.00, -0.03], [0.01, -0.01, 0.02], [0.00, 0.00, -0.02], [0.00, -0.03, 0.00], [-0.01, 0.01, 0.00], [0.01, 0.00, 0.03], [-0.04, -0.01, 0.02], [0.02, 0.06, 0.10], [0.00, 0.01, -0.07], [-0.04, -0.06, 0.04], [-0.02, 0.06, -0.10], [0.03, 0.02, 0.04], [0.00, 0.03, 0.01], [0.01, -0.01, -0.01], [-0.01, 0.01, 0.01], [-0.01, 0.01, 0.00], [0.00, 0.02, -0.01], [-0.03, 0.02, -0.07], [-0.02, -0.03, 0.05], [0.00, 0.00, 0.00], [0.00, 0.00, 0.00], [0.00, 0.01, 0.00], [0.00, 0.00, 0.00], [0.02, 0.00, -0.01], [0.01, -0.01, 0.01], [0.00, -0.01, -0.02], [0.02, 0.01, -0.01], [0.00, -0.01, 0.00], [0.00, -0.01, -0.01], [0.00, 0.00, 0.00], [0.00, 0.00, 0.00], [0.00, 0.00, 0.00], [0.00, 0.00, 0.00], [-0.02, 0.01, 0.05], [-0.02, 0.04, -0.05], [0.00, 0.00, -0.03], [0.00, -0.01, 0.00], [0.00, 0.00, 0.01], [0.00, 0.00, 0.00], [0.01, 0.01, -0.01], [-0.01, -0.01, 0.00], [-0.03, 0.10, 0.02], [-0.15, -0.07, -0.02], [0.01, -0.06, 0.01], [0.02, 0.02, 0.04], [-0.03, -0.02, -0.08], [-0.01, -0.02, 0.03], [0.03, 0.03, -0.02], [-0.03, -0.01, -0.02], [0.02, 0.00, 0.01], [0.01, -0.01, -0.01], [0.00, 0.01, 0.00], [-0.01, -0.01, 0.00], [-0.01, -0.01, 0.01], [-0.02, -0.04, 0.01], [0.00, 0.01, 0.01], [0.00, 0.01, -0.01], [0.01, 0.00, 0.01], [0.00, 0.00, 0.00], [-0.01, 0.00, 0.00], [0.00, -0.01, 0.01], [0.01, 0.01, -0.01], [0.00, 0.00, 0.00], [0.00, 0.00, 0.00], [0.00, 0.00, 0.00], [0.00, 0.00, 0.00], [-0.01, 0.00, 0.00], [0.03, 0.01, 0.03], [-0.02, -0.02, 0.00], [0.00, 0.00, 0.00], [0.02, -0.01, 0.01], [0.01, 0.00, 0.00], [0.00, 0.00, 0.00], [0.00, 0.00, 0.00], [0.00, 0.00, 0.00], [0.00, 0.00, 0.00], [0.01, 0.00, 0.00], [0.00, 0.00, 0.00], [0.00, 0.00, 0.00], [0.00, 0.00, 0.00], [0.00, 0.00, 0.00], [0.01, 0.00, 0.01], [-0.02, 0.01, 0.02], [0.00, -0.03, -0.02], [0.03, 0.03, 0.07], [-0.01, 0.06, -0.04], [0.12, 0.02, -0.01], [0.00, 0.00, 0.00], [0.00, 0.00, 0.00], [0.00, 0.00, 0.00]], "lumo_ev": [-2.69, -3.06], "s2": 0.757, "spin_multiplicity": 2, "gap_ev": [6.9, 6.5], "e_homo_ev": [-9.55, -9.58], "fmax_ha_per_bohr": 0.0033, "relative_energy_kcal_mol": 83.4, "total_charge": 1}

{"formula": "C23H18F3NO2S2", "method": "ωB97M-V with the def2-TZVPD basis set", "symbols": ["N", "C", "C", "S", "C", "C", "C", "C", "C", "C", "F", "F", "F", "C", "C", "C", "C", "C", "C", "C", "C", "S", "C", "C", "C", "C", "C", "C", "C", "O", "O", "H", "H", "H", "H", "H", "H", "H", "H", "H", "H", "H", "H", "H", "H", "H", "H", "H", "H"], "coordinates": [[-2.5912, -0.7135, -3.4748], [-1.9103, 0.6190, -3.6006], [-1.3877, 0.9074, -2.2475], [-0.6109, -0.5587, -1.3489], [-0.0579, 0.0822, 0.3362], [0.5581, -1.0946, 1.1089], [0.8904, -2.3550, 0.5181], [1.4016, -3.4810, 1.1929], [1.7376, -3.2713, 2.4893], [2.4428, -4.2995, 3.2960], [2.0501, -4.2526, 4.6303], [3.7931, -4.2796, 3.0313], [1.8477, -5.4260, 2.8973], [1.4948, -2.0882, 3.1179], [0.9377, -1.0008, 2.4951], [1.0569, 1.1136, 0.1504], [2.0808, 0.8465, -0.8390], [3.2510, 1.6447, -1.0375], [3.1672, 2.9212, -0.4778], [2.1933, 3.2637, 0.3856], [1.1726, 2.4064, 0.8947], [0.0356, 2.8186, 2.1349], [-1.4269, 1.8844, 1.7373], [-2.7073, 2.4399, 2.0133], [-3.8164, 1.7237, 1.8290], [-3.7281, 0.3953, 1.4325], [-2.5032, -0.1353, 1.0018], [-1.3273, 0.6280, 1.1026], [-0.7632, 0.6840, -4.6442], [-1.0788, 0.2159, -5.6880], [0.5549, 1.0928, -4.4216], [-2.7825, -1.0139, -4.3993], [-1.8959, -1.3319, -2.9962], [-2.6705, 1.3808, -3.8227], [-2.3295, 1.2616, -1.7732], [-0.7623, 1.8140, -2.1688], [0.7957, -2.6469, -0.4407], [1.6381, -4.4412, 0.6867], [1.8382, -2.0811, 4.0952], [0.8711, -0.0378, 2.9048], [1.9785, -0.1254, -1.2641], [3.9821, 1.3459, -1.8182], [4.0794, 3.4494, -0.7517], [2.3265, 4.2425, 0.8966], [-2.8273, 3.4678, 2.2832], [-4.7838, 2.1775, 2.1139], [-4.7057, -0.0300, 1.2181], [-2.5399, -1.0861, 0.4738], [1.0308, 0.9237, -5.2533]], "forces_ev_per_angstrom": [[1.62, 1.34, 0.52], [1.31, -0.80, 0.82], [-0.70, 1.71, 3.02], [-0.14, 0.88, -0.11], [-0.25, 0.57, 0.68], [1.09, -2.54, 0.59], [-0.19, 0.29, 2.68], [0.30, 0.76, -0.68], [0.61, 0.20, 0.99], [-1.99, -0.01, -0.29], [2.07, 0.40, -1.00], [-1.62, -0.64, 1.40], [1.27, -1.86, -0.22], [-0.22, 0.95, -0.73], [-0.66, -0.35, -2.88], [1.74, 2.76, -0.31], [0.22, 0.54, 2.11], [-3.15, -0.89, -0.62], [2.70, -2.01, -1.68], [-1.33, 1.55, 3.31], [0.42, -3.02, -3.77], [-0.33, 0.74, 0.51], [0.17, -0.42, -1.00], [2.75, 0.75, 0.04], [-1.89, -1.03, 0.76], [-0.14, 0.28, -1.03], [-1.11, 0.53, 0.13], [-0.09, -0.14, -0.38], [0.26, -0.78, -0.03], [0.26, -0.33, -2.11], [-1.94, -0.11, 0.62], [-0.16, -0.78, -0.92], [-1.15, 0.27, -0.99], [0.42, -0.20, -0.38], [0.66, -0.73, 0.85], [0.28, -0.67, -0.34], [-0.98, 0.25, -3.57], [-0.37, 0.98, 0.24], [0.34, 0.72, 1.86], [-0.26, 1.01, 1.12], [0.18, -0.42, -0.67], [-0.42, 0.30, 0.95], [-0.64, 1.12, 0.57], [-0.42, -0.60, -0.46], [0.44, 0.47, 0.39], [0.54, -0.39, -0.49], [0.47, -0.81, 0.16], [0.35, 0.15, 0.23], [-0.33, -0.01, 0.12]], "lumo_ev": 0.39, "spin_multiplicity": 1, "gap_ev": 8.6, "e_homo_ev": -8.17, "fmax_ha_per_bohr": 0.0942, "relative_energy_kcal_mol": 73.9, "smiles": "N[C@@H](CSC1(c2ccc(C(F)(F)F)cc2)c2ccccc2Sc2ccccc21)C(=O)O", "total_charge": 0}

What is the formula in the second record?
C43H39IrN2O3P2S2